1.
{
  "formula": "C2H6O2",
  "method": "ωB97M-V/def2-TZVPD",
  "smiles": "C1CO1.O",
  "elements": ["C", "C", "O", "H", "H", "H", "H", "O", "H", "H"],
  "xyz": [[0.917500, -0.405447, -0.816996], [0.888218, 1.013910, -0.548664], [0.597137, -0.018594, 0.471931], [1.795612, -1.001421, -0.872732], [0.055558, -0.804360, -1.461572], [-0.067401, 1.560187, -0.728100], [1.808997, 1.601442, -0.342554], [-1.980058, -0.403846, 0.825513], [-1.032929, -0.380148, 0.576318], [-2.330777, -1.246962, 0.643050]],
  "forces_ev_per_angstrom": [[-1.76, -1.20, -2.18], [-0.44, 0.85, 1.35], [0.31, 0.87, 0.44], [0.87, -0.10, -0.34], [1.19, 0.42, 1.04], [1.15, -0.27, -0.32], [-0.83, -0.54, -0.23], [0.44, 1.62, 0.17], [-0.46, -0.13, 0.43], [-0.47, -1.51, -0.37]]
}


2.
{
  "formula": "C5H8N2",
  "method": "ωB97M-V/def2-TZVPD",
  "smiles": "C[C@H]1[C@@H](C#N)N1C",
  "elements": ["C", "C", "C", "C", "N", "N", "C", "H", "H", "H", "H", "H", "H", "H", "H"],
  "xyz": [[0.483506, -0.806970, 1.899078], [0.711753, -0.488784, 0.372029], [-0.433994, -0.513770, -0.818558], [-1.553190, -1.324618, -0.357398], [-2.275711, -2.086775, 0.124953], [-0.310041, 0.792070, -0.325899], [0.060554, 1.816948, -1.355686], [-0.548419, -1.052326, 2.143652], [1.083339, -1.658480, 2.298040], [0.804574, 0.038513, 2.532286], [1.826494, -0.460538, 0.296645], [-0.326196, -0.624160, -1.928904], [0.186816, 1.451308, -2.396747], [0.987001, 2.294950, -1.053805], [-0.696486, 2.622633, -1.429686]],
  "forces_ev_per_angstrom": [[-0.46, 0.23, -0.60], [-1.27, 1.80, -1.09], [1.32, -0.91, 1.08], [-0.60, -0.88, 0.66], [0.29, 0.68, -0.51], [1.02, -0.38, 1.08], [0.38, -0.17, 0.39], [-0.09, 0.18, -0.11], [-0.17, 0.37, -1.00], [-0.26, -0.05, -0.53], [-1.20, 0.31, -1.47], [0.75, -0.35, 1.05], [0.03, -0.32, 0.63], [0.15, 0.12, -0.04], [0.11, -0.62, 0.46]]
}


3.
{
  "formula": "C3H4F8P4",
  "method": "ωB97M-V/def2-TZVPD",
  "elements": ["C", "C", "C", "F", "F", "F", "F", "F", "F", "F", "F", "P", "P", "P", "P", "H", "H", "H", "H"],
  "xyz": [[0.358734, 0.213322, -0.471737], [-0.887236, -1.090839, 1.236435], [-0.869319, -0.726976, -0.260154], [0.230648, -2.361563, 3.173850], [1.710857, -1.312165, 1.687780], [-2.752734, -1.568448, 2.998520], [-1.987552, -3.378151, 1.846174], [0.453820, -2.570659, -1.649591], [-1.509992, -1.911841, -2.492216], [-2.282345, 1.057284, -1.589038], [-2.565584, 0.967119, 0.751117], [0.447559, -2.371992, 1.593147], [-2.500305, -1.901831, 1.438367], [-1.026149, -2.395759, -1.044048], [-2.570766, -0.095908, -0.516387], [0.292343, 0.467171, -1.545221], [0.189301, 0.994362, 0.144939], [1.377677, -0.347910, -0.333056], [-0.715339, -0.366809, 2.114053]],
  "forces_ev_per_angstrom": [[0.76, -4.23, -3.87], [0.57, -0.96, 1.83], [1.36, 0.22, 1.27], [-0.11, -0.49, -0.28], [-0.89, -0.98, -0.35], [-0.34, 0.54, -0.76], [-0.14, -0.34, -0.57], [0.08, -0.38, 1.00], [-0.97, 0.05, 0.21], [0.15, -0.34, -0.11], [-0.13, -0.99, -0.61], [0.99, 1.72, 1.09], [-0.13, -1.45, 3.32], [1.45, 0.42, -2.17], [-0.58, 3.06, -0.58], [0.43, 0.53, 0.55], [0.04, 2.73, 1.88], [-2.13, 1.22, 0.02], [-0.41, -0.33, -1.85]]
}


Number 1: E_HOMO -10.7 eV, LUMO level 0.99 eV, HOMO-LUMO gap 11.71 eV. Number 2: E_HOMO -9.2 eV, LUMO level 0.92 eV, HOMO-LUMO gap 10.12 eV. Number 3: E_HOMO -9.7 eV, LUMO level -1.04 eV, HOMO-LUMO gap 8.67 eV.